1.
{"formula": "C43H47BrF3N12O4S3Ta", "method": "ωB97M-V/def2-TZVPD", "symbols": ["Ta", "C", "N", "C", "C", "N", "C", "C", "C", "C", "C", "C", "C", "C", "C", "N", "C", "N", "C", "C", "N", "C", "C", "C", "N", "C", "C", "H", "H", "H", "H", "H", "H", "H", "H", "H", "H", "H", "H", "H", "H", "H", "H", "H", "H", "H", "H", "H", "H", "H", "H", "H", "H", "H", "H", "H", "H", "N", "C", "C", "C", "C", "C", "C", "S", "O", "O", "N", "C", "N", "C", "C", "C", "N", "H", "H", "H", "H", "H", "H", "H", "H", "H", "F", "C", "F", "F", "Br", "C", "C", "C", "C", "C", "N", "H", "H", "H", "H", "O", "S", "O", "N", "C", "S", "C", "C", "C", "C", "C", "C", "H", "H", "H", "H"], "positions_angstrom": [[0.16753, 0.17394, -0.53946], [-4.46680, -0.05300, -2.35677], [-3.56282, 0.04363, -1.21872], [-3.60958, 1.33814, -0.55855], [-2.97872, -1.05454, -0.70238], [-1.68001, -1.02091, -0.30348], [-1.28242, -2.06196, 0.62378], [-2.08990, -2.29839, 1.71209], [-1.87111, -3.36917, 2.58429], [-0.82882, -4.21792, 2.35462], [0.07063, -3.98570, 1.29127], [1.17343, -4.85316, 1.12420], [2.08487, -4.63632, 0.13470], [1.91006, -3.55774, -0.74051], [0.84795, -2.69255, -0.62394], [0.79704, -1.57102, -1.51504], [1.05592, -1.89232, -2.83593], [1.84261, -1.17975, -3.63981], [3.02204, -0.44300, -3.22705], [1.50157, -1.00296, -5.04866], [0.45121, -2.95827, -3.37272], [1.07397, -3.77486, -4.40335], [-0.83099, -3.44089, -2.90091], [-0.12111, -2.87594, 0.40834], [-3.75150, -2.16330, -0.68236], [-5.17510, -2.04479, -0.37864], [-3.34167, -3.55389, -0.80862], [-4.14777, 0.68311, -3.09702], [-5.49941, 0.17133, -2.08025], [-4.41784, -1.03518, -2.81823], [-4.62961, 1.51022, -0.19776], [-3.35570, 2.13815, -1.25022], [-2.94387, 1.36533, 0.29357], [-2.93883, -1.64921, 1.86585], [-2.53788, -3.51037, 3.42462], [-0.66022, -5.07818, 2.98943], [1.28768, -5.68560, 1.80592], [2.95025, -5.27500, 0.02560], [2.65266, -3.37323, -1.50760], [3.33014, -0.72572, -2.23316], [2.84280, 0.63292, -3.26744], [3.82754, -0.68089, -3.92379], [2.15517, -1.57624, -5.70697], [1.61598, 0.05516, -5.28270], [0.46291, -1.27045, -5.22194], [2.13820, -3.56381, -4.46757], [0.61542, -3.62573, -5.38193], [0.95177, -4.82307, -4.12596], [-1.32579, -2.65834, -2.33489], [-0.70864, -4.34163, -2.29322], [-1.45152, -3.68619, -3.76407], [-5.42552, -1.03999, -0.05140], [-5.40456, -2.73201, 0.43843], [-5.79556, -2.31541, -1.23445], [-2.27030, -3.66207, -0.89854], [-3.81784, -3.98068, -1.69543], [-3.67059, -4.12157, 0.06293], [5.69358, 2.36106, 5.05664], [4.96061, 1.94023, 4.00826], [3.82098, 1.13353, 4.19095], [3.08084, 0.72023, 3.11322], [3.46376, 1.08772, 1.82382], [4.61065, 1.85831, 1.60929], [5.32638, 2.29677, 2.69244], [2.61042, 0.33272, 0.50567], [1.33689, -0.33262, 1.00715], [3.42410, -0.65370, -0.13269], [1.88823, 1.26607, -0.61385], [2.11213, 2.62039, -0.89514], [1.06905, 3.22482, -1.45127], [1.21354, 4.51152, -1.74097], [2.38286, 5.20325, -1.46450], [3.40149, 4.46971, -0.88757], [3.27293, 3.17274, -0.60821], [5.49007, 2.06007, 5.99217], [6.52617, 2.90143, 4.90456], [3.53333, 0.83438, 5.19026], [2.20865, 0.09959, 3.24829], [4.92245, 2.11893, 0.61348], [6.20755, 2.90638, 2.54010], [0.35794, 4.98684, -2.20569], [2.49383, 6.25378, -1.68425], [4.36062, 4.90578, -0.63441], [-1.21137, -0.35236, -2.90934], [-0.90861, 0.98766, -3.29998], [0.48597, 0.95850, -2.97814], [-1.32540, 1.61627, -2.10165], [-0.63667, 2.00160, 0.92149], [-1.68363, 0.67234, 4.21367], [-1.58519, 1.16724, 5.51243], [-0.50568, 0.76509, 6.27716], [0.40407, -0.13639, 5.74356], [0.21100, -0.56050, 4.44126], [-0.79638, -0.13901, 3.67804], [-2.34483, 1.82166, 5.91696], [-0.39465, 1.12671, 7.29068], [1.23100, -0.50948, 6.33256], [0.87604, -1.28322, 3.97808], [-2.74116, 5.97032, 2.63210], [-2.37414, 5.08476, 3.68473], [-1.17624, 5.30909, 4.42830], [-2.27501, 3.50656, 3.06380], [-3.15289, 2.77443, 3.60859], [-3.15689, 1.02974, 3.25367], [-4.06894, 3.37560, 4.58700], [-5.05912, 2.76640, 5.33978], [-5.73302, 3.53895, 6.27823], [-5.42319, 4.88255, 6.44796], [-4.42407, 5.49237, 5.69106], [-3.75395, 4.71723, 4.77559], [-5.29047, 1.71914, 5.19727], [-6.49527, 3.08461, 6.89617], [-5.95648, 5.46284, 7.18828], [-4.18181, 6.53781, 5.82544]], "forces_ev_per_a": [[-3.2333, 0.3801, -0.8421], [0.0052, 0.0572, -0.1674], [-0.1686, 0.0010, 0.1396], [-0.1042, 0.1222, 0.1617], [0.1747, 0.1957, -0.3769], [0.1994, -0.0173, 0.2795], [-0.0835, 0.1089, 0.1991], [0.1927, 0.2082, -0.0422], [-0.0384, 0.0027, 0.0154], [-0.0309, 0.0125, 0.0515], [0.0279, 0.1629, -0.0321], [0.1110, -0.0058, -0.0674], [-0.0515, -0.1378, 0.0172], [-0.0418, 0.3074, 0.0242], [0.2587, -0.4567, 0.0728], [0.4756, 0.0579, -0.0129], [-0.1938, 0.0700, -0.3720], [-0.0593, -0.1750, 0.1785], [0.1259, 0.1847, 0.0423], [-0.0708, 0.0776, -0.1537], [-0.1151, 0.0504, 0.0176], [0.0950, -0.1591, -0.0930], [-0.0138, -0.0075, 0.0125], [-0.0984, -0.1226, -0.0590], [0.0591, -0.0467, 0.0634], [-0.1255, 0.0054, 0.0233], [0.1156, -0.0374, -0.0140], [0.0083, 0.0167, 0.0181], [0.0066, -0.0399, 0.0400], [0.0334, -0.0176, 0.0465], [-0.0145, -0.0392, -0.0278], [0.0209, -0.0382, 0.0236], [-0.0426, -0.0645, -0.0343], [-0.0521, 0.1007, 0.0724], [0.0075, -0.0689, -0.0178], [0.0124, 0.0258, 0.0390], [0.0026, 0.0227, 0.0373], [-0.0247, -0.0456, -0.0184], [0.0266, 0.0325, 0.0094], [-0.0140, -0.0672, 0.1572], [-0.0284, -0.0270, -0.0080], [-0.0186, -0.0078, 0.0068], [-0.0058, -0.0126, 0.0312], [0.0146, 0.0061, 0.0312], [0.0194, -0.0247, 0.0050], [-0.0193, 0.0400, 0.0140], [-0.0011, 0.0268, 0.0187], [-0.0141, 0.0192, 0.0332], [0.0848, -0.0240, -0.0474], [0.0035, 0.0288, 0.0200], [0.0118, 0.0157, -0.0144], [0.0392, 0.0184, -0.0590], [0.0124, -0.0041, -0.0188], [0.0073, 0.0239, -0.0079], [-0.0363, 0.0237, 0.0624], [0.0030, 0.0042, 0.0173], [0.0239, 0.0355, 0.0349], [0.0092, 0.0170, -0.0835], [-0.1058, -0.0636, -0.0860], [0.0186, -0.0111, 0.0684], [-0.2017, 0.0336, -0.0628], [-0.7388, -0.1468, -0.2030], [0.1793, -0.0116, 0.0186], [0.0438, -0.0695, 0.0020], [3.0596, 0.0969, -0.3450], [-0.7340, -0.3368, 0.0484], [0.3970, 0.3185, 0.2474], [0.6240, -0.2210, 0.3892], [-0.0563, 1.0608, -0.4314], [0.1050, -0.3161, 0.0899], [-0.0083, 0.0242, -0.0306], [0.0360, -0.0411, 0.0419], [-0.0109, -0.0109, 0.0256], [0.0749, -0.4732, -0.0187], [-0.0011, 0.0275, 0.0073], [0.0128, -0.0028, 0.0870], [-0.0378, 0.0107, 0.0039], [0.0131, 0.0762, 0.0977], [0.0344, -0.0212, -0.0304], [0.0080, -0.0089, -0.0371], [0.0270, 0.0652, 0.0139], [-0.0096, 0.0053, -0.0259], [-0.0392, 0.0946, -0.0409], [0.1094, -0.0047, -0.0969], [-0.6226, 0.2051, -0.9473], [0.3175, -0.3285, 0.9582], [0.3184, -0.2702, 0.6527], [0.0125, -0.3792, -0.1237], [-0.1085, 0.0249, 0.3424], [0.1124, -0.0870, 0.0459], [-0.0817, 0.1101, 0.0360], [0.0546, -0.0484, -0.0719], [-0.0272, -0.0140, 0.1216], [-0.1905, -0.3065, -0.3458], [0.0407, -0.0112, 0.0438], [-0.0063, 0.0006, 0.0069], [0.0013, -0.0150, -0.0253], [-0.0083, -0.0252, 0.0567], [-0.1645, -0.0304, -0.0889], [-0.0850, 0.0185, 0.2797], [-0.0696, -0.0570, 0.1259], [0.0615, 0.4052, -0.0028], [-0.0875, -0.1480, -0.1849], [0.1218, -0.1766, 0.0414], [-0.1172, 0.2121, 0.2853], [0.0461, 0.0617, -0.1048], [-0.0040, -0.0174, 0.0406], [0.0297, -0.0201, -0.0223], [0.0742, 0.2338, -0.0055], [0.1387, -0.2466, -0.3190], [0.0006, -0.0194, 0.0336], [-0.0419, 0.0216, -0.0298], [-0.0083, 0.0169, -0.0117], [0.0055, 0.0007, 0.0343]], "charge": 2, "e_homo_ev": -12.5}

2.
{"formula": "C43H47BrN6O3SeSiY", "method": "ωB97M-V/def2-TZVPD", "symbols": ["Y", "C", "C", "C", "C", "C", "N", "C", "C", "C", "N", "C", "C", "C", "C", "C", "C", "C", "C", "N", "C", "C", "C", "N", "C", "C", "C", "C", "O", "C", "O", "H", "H", "H", "H", "H", "H", "H", "H", "H", "H", "H", "H", "H", "H", "H", "H", "H", "H", "H", "H", "H", "H", "H", "H", "H", "H", "H", "H", "Br", "C", "C", "C", "C", "O", "C", "C", "N", "C", "C", "C", "C", "C", "C", "C", "C", "N", "C", "C", "H", "H", "H", "H", "H", "H", "H", "H", "H", "H", "C", "Si", "C", "C", "Se", "H", "H", "H", "H", "H", "H", "H", "H", "H"], "positions_angstrom": [[0.01036, -0.45998, -0.36387], [-5.41854, 4.16749, 2.11781], [-4.54419, 3.22408, 1.34258], [-5.03333, 2.35530, 0.41162], [-4.19085, 1.48496, -0.32922], [-4.87705, 0.67654, -1.26530], [-4.47715, 0.13200, -2.38446], [-3.24414, 0.39188, -3.12455], [-3.54631, 0.98544, -4.50078], [-2.31806, 1.68211, -5.09002], [-2.00646, 2.83841, -4.24397], [-0.94613, 2.93380, -3.47689], [0.30188, 2.32515, -3.68470], [0.93592, 2.14735, -4.93227], [2.22025, 1.67165, -5.00839], [2.94556, 1.53297, -6.31775], [2.87141, 1.33072, -3.80218], [2.25487, 1.36902, -2.57569], [2.92858, 0.96134, -1.35160], [2.32048, 0.43181, -0.36372], [3.00669, 0.41778, 0.92288], [2.54183, 1.62305, 1.73938], [1.12774, 1.52374, 2.29709], [0.03736, 1.49009, 1.31692], [-0.94652, 2.24636, 1.57878], [-2.28978, 2.27512, 0.98391], [-3.16168, 3.15808, 1.58864], [-2.79121, 1.35393, -0.00392], [-2.10132, 0.42211, -0.51426], [0.89698, 1.83497, -2.48085], [0.20219, 1.75751, -1.42796], [-6.46750, 4.02975, 1.85882], [-5.15902, 5.20909, 1.92029], [-5.31832, 4.00117, 3.19170], [-6.09902, 2.33368, 0.20675], [-5.92800, 0.49701, -1.05144], [-5.15534, -0.45330, -2.85274], [-2.67002, -0.53014, -3.20597], [-2.63356, 1.05157, -2.51891], [-4.36589, 1.70988, -4.42988], [-3.87597, 0.21158, -5.19814], [-2.50010, 1.99988, -6.11605], [-1.45020, 1.02118, -5.07057], [-2.79957, 3.40878, -3.98311], [-1.07004, 3.52983, -2.57587], [0.42866, 2.45752, -5.84048], [2.28920, 1.76858, -7.15510], [3.31092, 0.51394, -6.46112], [3.80759, 2.20059, -6.37220], [3.89586, 0.97267, -3.86093], [3.99803, 1.18710, -1.26529], [4.09310, 0.45007, 0.78245], [2.76063, -0.50491, 1.45817], [2.65961, 2.52858, 1.13856], [3.20972, 1.72275, 2.59871], [0.97116, 2.35092, 2.99848], [1.04022, 0.59083, 2.86200], [-0.85684, 2.94832, 2.41626], [-2.75581, 3.81200, 2.35569], [-6.23223, -0.25523, 3.06760], [-4.40432, -0.63453, 2.74768], [-3.41830, -0.03241, 3.52846], [-2.08565, -0.24363, 3.25353], [-1.67284, -1.00727, 2.13566], [-0.42862, -1.05984, 1.77676], [-2.70113, -1.69116, 1.41938], [-2.33648, -2.67707, 0.42644], [-1.23367, -2.61859, -0.22226], [-0.73239, -3.74446, -0.90226], [-1.47471, -4.77419, -1.41330], [-0.84671, -5.90747, -1.96860], [0.51331, -6.00587, -1.98835], [1.30897, -4.94562, -1.49231], [2.72058, -4.98575, -1.51486], [3.42462, -3.91741, -1.04814], [2.71446, -2.79527, -0.57961], [1.40690, -2.71265, -0.53218], [0.68970, -3.79308, -0.97091], [-4.04734, -1.50630, 1.74610], [-3.70612, 0.60793, 4.35291], [-1.32256, 0.21957, 3.86690], [-3.02921, -3.51552, 0.31449], [-2.55607, -4.72803, -1.39623], [-1.45794, -6.70679, -2.36631], [1.00302, -6.88178, -2.39528], [3.22091, -5.86272, -1.90728], [4.50529, -3.90359, -1.04188], [3.26905, -1.92752, -0.24546], [-4.81074, -2.04032, 1.19085], [-1.60966, -3.39730, -5.03564], [-0.00262, -2.43283, -4.83612], [1.42096, -3.66381, -4.74322], [0.21560, -1.39400, -6.39412], [-0.09710, -1.06272, -3.09086], [-1.53741, -4.11780, -5.85482], [-2.44048, -2.72182, -5.26064], [-1.85753, -3.94300, -4.12200], [1.74735, -3.94715, -5.74749], [1.11738, -4.57362, -4.22162], [2.27872, -3.24450, -4.21304], [0.31307, -2.03530, -7.27496], [1.10310, -0.76113, -6.33448], [-0.64676, -0.74125, -6.55888]], "forces_ev_per_a": [[-0.1647, 0.3972, 0.6219], [-0.0478, 0.0239, 0.0186], [0.0146, -0.0166, -0.0152], [0.0113, -0.0121, -0.0138], [0.0108, 0.0127, 0.0461], [0.0002, -0.0570, -0.0197], [-0.0300, 0.0222, 0.0332], [-0.0156, -0.0692, 0.0944], [-0.0461, 0.0078, -0.0456], [0.0535, -0.0116, -0.0393], [-0.0238, 0.0406, -0.0049], [0.0249, 0.0197, 0.0231], [0.0120, -0.0077, 0.0370], [0.0422, -0.0221, -0.0315], [-0.0327, 0.0364, 0.0021], [-0.0009, 0.0025, -0.0646], [-0.0074, -0.0234, 0.0282], [-0.0206, 0.0443, -0.1060], [0.0378, -0.0243, 0.0286], [0.0151, -0.0373, 0.0433], [0.0312, -0.0603, -0.0340], [0.0501, 0.0173, 0.0379], [-0.0463, 0.0148, 0.0061], [0.0514, -0.0548, -0.0265], [0.0021, -0.0452, -0.0210], [-0.0877, 0.0138, 0.0044], [0.0397, 0.0018, -0.0125], [-0.0360, 0.0669, -0.0511], [0.2537, -0.1064, 0.0872], [0.0664, -0.0903, -0.0103], [-0.0227, -0.1330, -0.0175], [0.0064, -0.0029, -0.0030], [0.0128, -0.0083, -0.0029], [0.0046, 0.0000, -0.0065], [0.0009, 0.0077, 0.0106], [-0.0072, 0.0016, -0.0015], [0.0077, 0.0184, -0.0215], [-0.0020, 0.0085, -0.0167], [-0.0242, 0.0502, -0.0297], [0.0023, 0.0000, 0.0138], [0.0213, -0.0057, 0.0043], [-0.0259, 0.0072, 0.0073], [-0.0257, -0.0136, 0.0228], [-0.0005, -0.0057, -0.0235], [0.0003, -0.0152, 0.0038], [-0.0049, 0.0061, 0.0155], [0.0046, 0.0006, 0.0085], [0.0003, 0.0092, 0.0154], [-0.0039, -0.0050, 0.0161], [0.0004, 0.0055, 0.0232], [-0.0026, 0.0379, -0.0035], [0.0067, 0.0419, 0.0175], [-0.0102, 0.0063, 0.0002], [-0.0153, -0.0090, -0.0180], [-0.0109, -0.0034, 0.0032], [0.0043, 0.0046, 0.0086], [0.0106, 0.0025, 0.0046], [0.0185, -0.0062, 0.0162], [-0.0081, 0.0036, 0.0020], [-0.0395, 0.0086, 0.0066], [0.0507, -0.0595, -0.0713], [0.0132, 0.0421, 0.0522], [-0.0428, -0.0145, -0.0145], [-0.0430, 0.0097, -0.0614], [0.0372, -0.0512, 0.0254], [-0.0299, -0.0066, 0.0158], [-0.0401, 0.1379, 0.0276], [-0.1979, 0.0552, -0.0836], [0.0023, -0.0080, 0.0226], [0.0389, 0.0336, -0.0310], [0.0067, -0.0300, 0.0093], [-0.0124, -0.0160, -0.0078], [-0.0070, 0.0076, 0.0514], [0.0123, 0.0229, 0.0095], [-0.0128, -0.0079, -0.0049], [0.0032, 0.0033, 0.0024], [0.0593, 0.0383, -0.0299], [-0.0130, -0.0474, -0.0390], [-0.0153, 0.0301, 0.0376], [-0.0046, -0.0062, -0.0049], [0.0109, -0.0056, -0.0147], [0.1324, -0.1327, 0.0399], [0.0012, 0.0104, 0.0077], [0.0111, -0.0021, -0.0017], [-0.0064, 0.0019, 0.0031], [0.0015, 0.0034, 0.0043], [-0.0023, -0.0062, -0.0070], [-0.0029, -0.0022, 0.0003], [0.0029, 0.0035, 0.0008], [0.0118, 0.0878, 0.0635], [0.0548, -0.3726, -0.3186], [-0.0270, 0.0742, 0.0319], [-0.0205, -0.0080, 0.0433], [-0.0497, 0.0684, -0.4475], [0.0212, 0.0083, -0.0031], [0.0122, -0.0032, 0.0109], [0.0402, 0.0184, -0.0308], [-0.0285, -0.0007, -0.0012], [-0.0178, 0.0436, -0.0183], [-0.0107, 0.0235, -0.0242], [-0.0039, -0.0092, 0.0232], [0.0054, -0.0218, 0.0338], [0.0040, -0.0082, 0.0267]], "e_above_lowest_kj_mol": 0.0, "charge": 1, "e_homo_ev": -9.5}